Molecular formula: C72H162F24N9P4
Method: DFT, wB97M-V/def2-TZVPD

Bonds (Å) are listed after each position.
CARTESIAN COORDINATES (ANGSTROEM)
1 C 5.74087 -0.93909 -4.76554  C2 1.578, H10 1.090, H11 1.090, H12 1.090
2 C 5.27702 -1.66675 -6.08638  C1 1.578, C3 1.516, H13 1.090, H14 1.090
3 C 4.62328 -0.89691 -7.21757  C2 1.516, N4 1.571, H15 1.090, H16 1.090
4 N 4.42226 -1.70563 -8.54984  C3 1.571, C5 1.579, C6 1.617, C9 1.606
5 C 3.30317 -2.79308 -8.31065  N4 1.579, H17 1.090, H18 1.090, H19 1.090
6 C 4.10796 -0.70550 -9.78083  N4 1.617, C7 1.491, H20 1.090, H21 1.090
7 C 5.21092 -0.80217 -10.77936  C6 1.491, C8 1.517, H22 1.090, H23 1.090
8 C 5.85368 -2.15491 -10.53536  C7 1.517, C9 1.577, H24 1.090, H25 1.090
9 C 5.77733 -2.44889 -8.98818  N4 1.606, C8 1.577, H26 1.090, H27 1.090
10 H 6.17843 -1.55836 -3.98251  C1 1.090
11 H 4.97201 -0.35059 -4.26493  C1 1.090
12 H 6.45155 -0.18076 -5.09415  C1 1.090
13 H 4.50162 -2.38963 -5.83282  C2 1.090
14 H 6.14491 -2.22009 -6.44511  C2 1.090
15 H 5.25951 -0.11013 -7.62288  C3 1.090
16 H 3.66037 -0.47686 -6.92695  C3 1.090
17 H 3.61730 -3.66754 -7.74078  C5 1.090
18 H 2.99122 -3.14866 -9.29266  C5 1.090
19 H 2.53407 -2.21156 -7.80230  C5 1.090
20 H 3.24099 -1.04594 -10.34701  C6 1.090
21 H 4.00894 0.32281 -9.43317  C6 1.090
22 H 4.79702 -0.78317 -11.78754  C7 1.090
23 H 5.91430 0.02872 -10.72479  C7 1.090
24 H 5.16344 -2.91907 -10.89275  C8 1.090
25 H 6.88003 -2.30720 -10.86930  C8 1.090
26 H 5.89766 -3.49613 -8.71087  C9 1.090
27 H 6.59313 -1.89383 -8.52504  C9 1.090
28 C -3.99244 9.89720 3.78679  C29 1.532, H37 1.090, H38 1.090, H39 1.090
29 C -3.88273 8.90745 2.62220  C28 1.532, C30 1.533, H40 1.090, H41 1.090
30 C -2.42325 8.60679 2.26096  C29 1.533, N31 1.561, H42 1.090, H43 1.090
31 N -2.28432 7.49312 1.17558  C30 1.561, C32 1.545, C33 1.572, C36 1.586
32 C -2.68168 6.10653 1.72903  N31 1.545, H44 1.090, H45 1.090, H46 1.090
33 C -0.75976 7.38074 0.80950  N31 1.572, C34 1.515, H47 1.090, H48 1.090
34 C -0.65756 6.57423 -0.46902  C33 1.515, C35 1.556, H49 1.090, H50 1.090
35 C -1.95629 6.98086 -1.22407  C34 1.556, C36 1.517, H51 1.090, H52 1.090
36 C -2.82423 7.79603 -0.28445  N31 1.586, C35 1.517, H53 1.090, H54 1.090
37 H -4.42477 9.38842 4.64838  C28 1.090
38 H -4.68037 10.74006 3.72017  C28 1.090
39 H -2.98479 10.27396 3.96223  C28 1.090
40 H -4.42348 9.31288 1.76703  C29 1.090
41 H -4.55860 8.10044 2.90508  C29 1.090
42 H -1.74589 8.33821 3.07161  C30 1.090
43 H -2.03213 9.54967 1.87873  C30 1.090
44 H -3.77081 6.08133 1.76465  C32 1.090
45 H -2.33425 6.05020 2.76064  C32 1.090
46 H -2.58423 5.41309 0.89372  C32 1.090
47 H -0.22961 7.11766 1.72483  C33 1.090
48 H -0.40668 8.38711 0.58447  C33 1.090
49 H -0.49446 5.53809 -0.17253  C34 1.090
50 H 0.15125 6.82614 -1.15493  C34 1.090
51 H -2.64007 6.20156 -1.56059  C35 1.090
52 H -1.61356 7.39210 -2.17355  C35 1.090
53 H -3.90391 7.66781 -0.20741  C36 1.090
54 H -2.65696 8.87274 -0.31277  C36 1.090
55 C -0.84710 2.26623 0.50737  C56 1.572, H64 1.090, H65 1.090, H66 1.090
56 C 0.38735 1.30232 0.37136  C55 1.572, C57 1.436, H67 1.090, H68 1.090
57 C 0.08169 -0.01353 -0.11468  C56 1.436, N58 1.595, H69 1.090, H70 1.090
58 N 1.26090 -1.01123 -0.51193  C57 1.595, C59 1.578, C60 1.554, C63 1.505
59 C 2.37600 -0.99808 0.60408  N58 1.578, H71 1.090, H72 1.090, H73 1.090
60 C 1.89955 -0.55424 -1.85334  N58 1.554, C61 1.535, H74 1.090, H75 1.090
61 C 2.17040 -1.81045 -2.69271  C60 1.535, C62 1.522, H76 1.090, H77 1.090
62 C 1.41893 -2.89522 -1.93466  C61 1.522, C63 1.521, H78 1.090, H79 1.090
63 C 0.67651 -2.38335 -0.71021  N58 1.505, C62 1.521, H80 1.090, H81 1.090
64 H -1.70096 2.08245 -0.14475  C55 1.090
65 H -0.43638 3.24269 0.25060  C55 1.090
66 H -1.25453 2.26964 1.51835  C55 1.090
67 H 0.77085 1.04565 1.35886  C56 1.090
68 H 1.22520 1.71240 -0.19250  C56 1.090
69 H -0.33057 0.13526 -1.11268  C57 1.090
70 H -0.48139 -0.55042 0.64872  C57 1.090
71 H 3.08369 -1.80602 0.41832  C59 1.090
72 H 2.06557 -1.06729 1.64665  C59 1.090
73 H 2.87352 -0.03607 0.48118  C59 1.090
74 H 2.81649 -0.05222 -1.54464  C60 1.090
75 H 1.17544 0.03147 -2.41965  C60 1.090
76 H 3.21562 -2.11634 -2.73808  C61 1.090
77 H 1.76984 -1.51470 -3.66234  C61 1.090
78 H 2.15966 -3.63214 -1.62426  C62 1.090
79 H 0.63959 -3.31815 -2.56860  C62 1.090
80 H 0.75591 -2.74937 0.31343  C63 1.090
81 H -0.33326 -2.18781 -1.07109  C63 1.090
82 C -0.60891 4.07184 -2.73127  C83 1.547, H91 1.090, H92 1.090, H93 1.090
83 C 0.79561 3.54715 -2.35210  C82 1.547, C84 1.598, H94 1.090, H95 1.090
84 C 1.74834 3.80545 -3.60887  C83 1.598, N85 1.610, H96 1.090, H97 1.090
85 N 3.31080 3.92270 -3.23959  C84 1.610, C86 1.560, C87 1.479, C90 1.560
86 C 3.65072 5.31269 -2.61790  N85 1.560, H98 1.090, H99 1.090, H100 1.090
87 C 3.82974 2.79753 -2.43117  N85 1.479, C88 1.615, H101 1.090, H102 1.090
88 C 5.34409 2.46273 -2.88273  C87 1.615, C89 1.438, H103 1.090, H104 1.090
89 C 5.62097 3.52841 -3.80780  C88 1.438, C90 1.554, H105 1.090, H106 1.090
90 C 4.24891 3.80760 -4.48128  N85 1.560, C89 1.554, H107 1.090, H108 1.090
91 H -0.58498 5.15228 -2.87336  C82 1.090
92 H -1.15975 3.95457 -1.79803  C82 1.090
93 H -1.10708 3.56848 -3.55985  C82 1.090
94 H 0.55754 2.48773 -2.25702  C83 1.090
95 H 1.14833 4.03546 -1.44368  C83 1.090
96 H 1.45953 4.66976 -4.20692  C84 1.090
97 H 1.75084 2.85906 -4.14965  C84 1.090
98 H 2.87227 5.57163 -1.90021  C86 1.090
99 H 3.74915 6.05908 -3.40613  C86 1.090
100 H 4.54673 5.35235 -1.99848  C86 1.090
101 H 3.64958 3.12476 -1.40718  C87 1.090
102 H 3.17507 1.96784 -2.69784  C87 1.090
103 H 6.07103 2.28608 -2.08999  C88 1.090
104 H 5.45046 1.51542 -3.41131  C88 1.090
105 H 6.00259 4.43898 -3.34593  C89 1.090
106 H 6.36170 3.21814 -4.54480  C89 1.090
107 H 4.17798 4.69539 -5.10970  C90 1.090
108 H 3.83814 3.02334 -5.11713  C90 1.090
109 C -4.14493 1.51621 1.79468  C110 1.482, H118 1.090, H119 1.090, H120 1.090
110 C -4.97240 0.99482 2.90794  C109 1.482, C111 1.537, H121 1.090, H122 1.090
111 C -4.18133 0.31121 4.03418  C110 1.537, N112 1.603, H123 1.090, H124 1.090
112 N -5.01643 0.05270 5.37800  C111 1.603, C113 1.561, C114 1.549, C117 1.564
113 C -6.54056 -0.25268 5.23922  N112 1.561, H125 1.090, H126 1.090, H127 1.090
114 C -4.86420 1.36056 6.19306  N112 1.549, C115 1.502, H128 1.090, H129 1.090
115 C -3.57422 1.32708 6.96163  C114 1.502, C116 1.537, H130 1.090, H131 1.090
116 C -3.05788 -0.12004 6.92411  C115 1.537, C117 1.570, H132 1.090, H133 1.090
117 C -4.13122 -0.97326 6.15843  N112 1.564, C116 1.570, H134 1.090, H135 1.090
118 H -4.70223 2.38832 1.45272  C109 1.090
119 H -3.93720 0.79433 1.00485  C109 1.090
120 H -3.19581 1.90514 2.16346  C109 1.090
121 H -5.63935 0.19091 2.59648  C110 1.090
122 H -5.69318 1.72901 3.26783  C110 1.090
123 H -3.30163 0.92521 4.22715  C111 1.090
124 H -3.82446 -0.59261 3.54035  C111 1.090
125 H -6.90092 -0.66457 6.18186  C113 1.090
126 H -6.54579 -1.04844 4.49433  C113 1.090
127 H -7.12519 0.60938 4.91805  C113 1.090
128 H -5.66169 1.41677 6.93396  C114 1.090
129 H -5.02479 2.31888 5.69916  C114 1.090
130 H -3.70131 1.55784 8.01932  C115 1.090
131 H -2.84001 2.02496 6.55913  C115 1.090
132 H -3.03258 -0.50767 7.94254  C116 1.090
133 H -2.13154 -0.11837 6.34966  C116 1.090
134 H -4.79760 -1.33050 6.94356  C117 1.090
135 H -3.78292 -1.85582 5.62189  C117 1.090
136 C -2.91207 -10.38427 -0.77058  C137 1.516, H145 1.090, H146 1.090, H147 1.090
137 C -2.63461 -9.05390 -0.09808  C136 1.516, C138 1.596, H148 1.090, H149 1.090
138 C -3.75505 -7.92851 -0.25504  C137 1.596, N139 1.566, H150 1.090, H151 1.090
139 N -3.42327 -6.51247 0.32449  C138 1.566, C140 1.575, C141 1.547, C144 1.517
140 C -3.07052 -6.66609 1.85133  N139 1.575, H152 1.090, H153 1.090, H154 1.090
141 C -2.19985 -5.83231 -0.33332  N139 1.547, C142 1.467, H155 1.090, H156 1.090
142 C -2.49659 -4.39746 -0.40677  C141 1.467, C143 1.462, H157 1.090, H158 1.090
143 C -3.86913 -4.15825 0.03682  C142 1.462, C144 1.511, H159 1.090, H160 1.090
144 C -4.54345 -5.50671 0.13597  N139 1.517, C143 1.511, H161 1.090, H162 1.090
145 H -3.64822 -10.34131 -1.57328  C136 1.090
146 H -3.31090 -11.11351 -0.06543  C136 1.090
147 H -1.99012 -10.84914 -1.11989  C136 1.090
148 H -1.68350 -8.83263 -0.58236  C137 1.090
149 H -2.40591 -9.26116 0.94731  C137 1.090
150 H -4.55391 -8.20803 0.43183  C138 1.090
151 H -4.01226 -7.79542 -1.30586  C138 1.090
152 H -2.15336 -7.25193 1.91225  C140 1.090
153 H -3.92985 -7.17587 2.28698  C140 1.090
154 H -2.86670 -5.67644 2.26016  C140 1.090
155 H -1.39430 -6.01400 0.37814  C141 1.090
156 H -1.97073 -6.29619 -1.29270  C141 1.090
157 H -1.75765 -3.89031 0.21360  C142 1.090
158 H -2.21400 -4.05838 -1.40339  C142 1.090
159 H -3.91525 -3.82161 1.07251  C143 1.090
160 H -4.43569 -3.48672 -0.60829  C143 1.090
161 H -5.27698 -5.74383 0.90655  C144 1.090
162 H -4.93830 -5.86769 -0.81371  C144 1.090
163 C 0.39407 1.89655 5.00832  C164 1.513, H172 1.090, H173 1.090, H174 1.090
164 C 1.29715 2.96020 5.59353  C163 1.513, C165 1.581, H175 1.090, H176 1.090
165 C 0.80286 4.42691 5.27318  C164 1.581, N166 1.554, H177 1.090, H178 1.090
166 N 1.61592 5.54448 5.98306  C165 1.554, C167 1.532, C168 1.533, C171 1.569
167 C 3.11359 5.24508 5.86824  N166 1.532, H179 1.090, H180 1.090, H181 1.090
168 C 1.26865 5.71350 7.46673  N166 1.533, C169 1.548, H182 1.090, H183 1.090
169 C 1.50645 7.22085 7.72700  C168 1.548, C170 1.532, H184 1.090, H185 1.090
170 C 1.11166 7.97191 6.45156  C169 1.532, C171 1.564, H186 1.090, H187 1.090
171 C 1.41741 6.94768 5.30970  N166 1.569, C170 1.564, H188 1.090, H189 1.090
172 H 0.75916 0.94930 5.40521  C163 1.090
173 H 0.38328 1.84291 3.91970  C163 1.090
174 H -0.54649 2.02608 5.54375  C163 1.090
175 H 2.29165 2.70358 5.22853  C164 1.090
176 H 1.28177 2.88717 6.68097  C164 1.090
177 H -0.17160 4.57539 5.73846  C165 1.090
178 H 0.65149 4.65826 4.21882  C165 1.090
179 H 3.70478 5.98861 6.40279  C167 1.090
180 H 3.28090 5.17550 4.79341  C167 1.090
181 H 3.28613 4.29356 6.37117  C167 1.090
182 H 1.80250 5.00771 8.10309  C168 1.090
183 H 0.21416 5.44075 7.50879  C168 1.090
184 H 2.50710 7.42156 8.10976  C169 1.090
185 H 0.84819 7.64003 8.48797  C169 1.090
186 H 1.72603 8.87103 6.40431  C170 1.090
187 H 0.06031 8.22675 6.58509  C170 1.090
188 H 2.21166 7.28266 4.64258  C171 1.090
189 H 0.53905 6.81664 4.67770  C171 1.090
190 C 5.38551 -2.62174 2.58465  C191 1.584, H199 1.090, H200 1.090, H201 1.090
191 C 5.24698 -4.15928 2.93947  C190 1.584, C192 1.546, H202 1.090, H203 1.090
192 C 3.76677 -4.58478 3.07030  C191 1.546, N193 1.526, H204 1.090, H205 1.090
193 N 3.60236 -6.00039 3.61454  C192 1.526, C194 1.536, C195 1.566, C198 1.564
194 C 4.12257 -7.04349 2.61432  N193 1.536, H206 1.090, H207 1.090, H208 1.090
195 C 2.11079 -6.36326 3.92418  N193 1.566, C196 1.499, H209 1.090, H210 1.090
196 C 1.97585 -7.20548 5.15650  C195 1.499, C197 1.535, H211 1.090, H212 1.090
197 C 3.22019 -6.89758 6.00182  C196 1.535, C198 1.550, H213 1.090, H214 1.090
198 C 4.22674 -6.23101 5.03018  N193 1.564, C197 1.550, H215 1.090, H216 1.090
199 H 4.52115 -1.95769 2.58932  C190 1.090
200 H 5.57630 -2.59271 1.51187  C190 1.090
201 H 6.10372 -2.05949 3.18143  C190 1.090
202 H 5.65369 -4.32080 3.93777  C191 1.090
203 H 5.82161 -4.86470 2.33924  C191 1.090
204 H 3.23342 -4.37535 2.14306  C192 1.090
205 H 3.43178 -3.87507 3.82674  C192 1.090
206 H 3.71036 -6.84638 1.62471  C194 1.090
207 H 3.84632 -8.01652 3.02052  C194 1.090
208 H 5.21140 -7.04409 2.56374  C194 1.090
209 H 1.59074 -6.73912 3.04306  C195 1.090
210 H 1.85710 -5.34936 4.23360  C195 1.090
211 H 2.01470 -8.25288 4.85730  C196 1.090
212 H 1.05737 -6.86657 5.63570  C196 1.090
213 H 3.73641 -7.79114 6.35277  C197 1.090
214 H 3.13187 -6.10150 6.74111  C197 1.090
215 H 5.14732 -6.74754 4.75846  C198 1.090
216 H 4.55453 -5.27897 5.44764  C198 1.090
217 C -9.35203 -0.29880 -2.62454  C218 1.517, H226 1.090, H227 1.090, H228 1.090
218 C -8.01598 0.38259 -2.85554  C217 1.517, C219 1.531, H229 1.090, H230 1.090
219 C -7.16375 -0.41868 -3.84372  C218 1.531, N220 1.564, H231 1.090, H232 1.090
220 N -5.64995 -0.02694 -3.80146  C219 1.564, C221 1.494, C222 1.610, C225 1.544
221 C -5.57712 1.39236 -4.26266  N220 1.494, H233 1.090, H234 1.090, H235 1.090
222 C -4.95168 -0.06282 -2.35169  N220 1.610, C223 1.522, H236 1.090, H237 1.090
223 C -3.45493 -0.22029 -2.57780  C222 1.522, C224 1.491, H238 1.090, H239 1.090
224 C -3.36151 -0.99167 -3.85056  C223 1.491, C225 1.555, H240 1.090, H241 1.090
225 C -4.72968 -0.98493 -4.58906  N220 1.544, C224 1.555, H242 1.090, H243 1.090
226 H -10.00774 0.24972 -1.94831  C217 1.090
227 H -9.09060 -1.31666 -2.33523  C217 1.090
228 H -9.81267 -0.46742 -3.59793  C217 1.090
229 H -7.58963 0.45681 -1.85513  C218 1.090
230 H -8.17053 1.41525 -3.16833  C218 1.090
231 H -7.51734 -0.38605 -4.87426  C219 1.090
232 H -7.17244 -1.48283 -3.60794  C219 1.090
233 H -4.64262 1.95260 -4.23201  C221 1.090
234 H -6.30782 2.02327 -3.75656  C221 1.090
235 H -5.95295 1.26535 -5.27790  C221 1.090
236 H -5.31012 0.83735 -1.85237  C222 1.090
237 H -5.30014 -0.97698 -1.87109  C222 1.090
238 H -2.96888 0.70679 -2.88172  C223 1.090
239 H -2.82900 -0.53116 -1.74132  C223 1.090
240 H -2.60259 -0.53017 -4.48235  C224 1.090
241 H -3.07408 -2.04306 -3.85907  C224 1.090
242 H -4.73297 -0.62526 -5.61800  C225 1.090
243 H -5.34068 -1.87667 -4.44917  C225 1.090
244 P 1.92903 -7.04973 -0.93639  F245 1.620, F246 1.646, F247 1.685, F248 1.636, F249 1.653, F250 1.608
245 F 0.82772 -5.94125 -1.36453  P244 1.620
246 F 2.96405 -5.86986 -0.43902  P244 1.646
247 F 1.05250 -7.10501 0.50140  P244 1.685
248 F 2.97441 -8.17291 -0.36971  P244 1.636
249 F 1.08951 -8.33625 -1.54718  P244 1.653
250 F 2.78547 -6.87414 -2.28622  P244 1.608
251 P 6.89765 -0.62549 -0.40946  F252 1.656, F253 1.589, F254 1.600, F255 1.594, F256 1.584, F257 1.583
252 F 6.84818 -0.52259 1.24225  P251 1.656
253 F 8.31380 0.08299 -0.28061  P251 1.589
254 F 7.63869 -2.04259 -0.35940  P251 1.600
255 F 6.89644 -0.48728 -1.99703  P251 1.594
256 F 5.56204 -1.47222 -0.50805  P251 1.584
257 F 6.15532 0.76821 -0.30302  P251 1.583
258 P -1.12587 -2.92243 3.60660  F259 1.653, F260 1.602, F261 1.630, F262 1.632, F263 1.668, F264 1.567
259 F -0.38490 -1.92990 2.51186  P258 1.653
260 F 0.37402 -3.22519 4.08035  P258 1.602
261 F -1.18350 -1.70139 4.68498  P258 1.630
262 F -1.84482 -3.84839 4.74163  P258 1.632
263 F -2.64684 -2.54339 3.03725  P258 1.668
264 F -1.11019 -4.14603 2.62789  P258 1.567
265 P -0.07770 0.62449 -5.55952  F266 1.695, F267 1.583, F268 1.577, F269 1.631, F270 1.614, F271 1.647
266 F -0.23037 -1.03060 -5.22543  P265 1.695
267 F 1.37573 0.71949 -4.94040  P265 1.583
268 F 0.66052 0.12435 -6.86058  P265 1.577
269 F -0.02550 2.20395 -5.96410  P265 1.631
270 F -1.51415 0.45863 -6.27763  P265 1.614
271 F -0.72028 0.93754 -4.07519  P265 1.647

Calculated values
HOMO   -17.4 eV
Spin multiplicity   1
Energy relative to the best compared isomer or geometry (same formula, charge and spin)   2.785 eV
Charge   +5
LUMO level   -9.24 eV

Löwdin population analysis, charges in e, atoms 1 to 4: atom 1 (C): -0.068, atom 2 (C): -0.204, atom 3 (C): -0.128, atom 4 (N): -0.175